1.
Below is a molecular structure, C29H40CrF6N4O2PSi in a non-equilibrium geometry, with properties calculated with ωB97M-V/def2-TZVPD.

Computed properties:
Molar mass   701.71 g mol⁻¹
E_HOMO (alpha / beta)   -7.4 / -7.5 eV
Total energy   -102671.089 eV
Strongest force on any atom   0.03439 hartree/bohr
Spin multiplicity   2

Geometry (Å):
H (-4.09538, 3.18511, 0.81806)
C (1.53489, -1.56044, 2.19413)
C (1.27900, -2.77684, -3.17414)
N (-0.43938, -0.61565, -2.01803)
H (-2.39565, -1.68416, -3.99578)
H (1.23415, 3.88498, 3.29181)
C (1.00971, 4.03507, -0.06201)
H (-1.41102, -2.18949, -5.37225)
C (-3.40538, 1.44526, -2.89432)
F (2.15313, 0.58301, -2.22265)
C (-1.03463, 3.33302, 4.15322)
C (-2.33291, -1.88345, 0.81644)
C (-1.91808, -4.15494, 1.48868)
C (-3.64730, 0.58258, -0.67257)
C (-3.33491, 2.99099, 1.57657)
H (-2.02594, 3.15253, 4.58149)
H (-1.55834, -3.23585, -3.96451)
H (3.26907, 1.48622, 3.78226)
H (1.11405, 5.09499, -0.30952)
H (1.70796, -0.65399, -5.22691)
C (2.74873, 0.63933, 3.35313)
H (2.41938, -2.69680, 3.81026)
H (-2.93130, 5.46151, 0.54982)
H (1.10038, -3.28323, -2.22462)
C (2.28774, -1.72632, 3.34975)
C (1.96060, 0.77558, 2.22150)
H (-2.51425, 5.46657, 2.26963)
H (1.98179, 3.55045, -0.19457)
O (-1.78764, -0.73493, 0.26457)
H (-1.59131, 0.92316, -3.91155)
O (-0.62073, 1.64999, 0.60259)
H (1.19267, -3.51482, -3.97521)
H (-4.99683, -3.15566, 2.45065)
C (-2.18079, 0.81629, -3.00899)
H (-3.15698, 1.91732, 1.63294)
Cr (0.34794, -0.08696, -0.16290)
C (-2.19443, 5.11622, 1.27900)
C (-3.17544, -4.21712, 2.07138)
C (-1.64153, 0.04770, -1.95934)
F (4.48523, 0.24195, -1.48839)
C (-1.50459, -2.99730, 0.85376)
H (-3.78838, 2.02543, -3.72480)
H (0.11662, 0.00614, -5.60176)
C (2.17600, 0.14097, -0.92315)
P (-0.70018, 2.80392, 1.54080)
H (-0.57795, 0.62345, 4.34111)
C (-2.42480, -0.04392, -0.78767)
C (1.33533, -0.31126, 1.60205)
N (-0.72478, 2.33678, 3.13649)
C (-1.16461, 0.99006, 3.49522)
H (-1.02069, 4.33758, 3.73003)
H (-0.54237, -2.93161, 0.36093)
C (-3.59719, -1.94415, 1.38447)
H (1.11630, 0.74879, -4.34741)
H (1.09795, -2.44887, 1.75235)
N (-2.09701, 3.67066, 1.21972)
H (0.30089, 3.58064, -0.75193)
H (1.84314, 1.76897, 1.80442)
H (-1.01577, 0.31294, 2.66281)
H (-4.26330, -1.09745, 1.36064)
C (0.81597, -0.20093, -4.78871)
H (-2.22349, 0.99097, 3.78096)
H (-5.10074, 1.83448, -1.63179)
H (-0.30684, 3.28491, 4.96791)
C (2.89203, -0.61803, 3.90428)
F (2.07094, -1.27872, -0.99136)
F (3.64343, -0.76737, 5.01570)
H (-4.22757, 0.50749, 0.23206)
H (1.37238, 5.43977, 2.45040)
F (3.73844, 1.70114, -0.08012)
H (-3.71735, 3.33612, 2.54629)
C (-4.14797, 1.33103, -1.72894)
C (-1.47526, -2.19441, -4.28203)
F (4.02251, -0.37565, 0.51387)
H (-1.23197, 5.56351, 1.04101)
C (-4.01245, -3.11501, 2.00304)
C (1.44649, 4.35373, 2.33510)
H (2.30771, -2.41395, -3.16784)
N (0.53071, 3.88075, 1.31172)
H (-1.25454, -5.00889, 1.52814)
Si (0.05427, -1.37645, -3.50172)
H (2.47585, 4.10634, 2.06233)
H (-3.50424, -5.11669, 2.57424)
C (3.61877, 0.41684, -0.47906)

Löwdin population analysis, charges in e, atoms 1 to 5: 0.0873 -0.0928 -0.1768 -0.1166 0.0174


2.
Below is a molecular structure, C24H21ClN5O4SSbSe4Tc in a non-equilibrium geometry, with properties calculated with ωB97M-V/def2-TZVPD.

Computed properties:
Molar mass   1046.58 g mol⁻¹
E_HOMO   -9.7 eV
Total energy   -334341.960 eV
Charge   +1
Strongest force on any atom   0.02006 hartree/bohr
Energy above the lowest of the compared OMol25 structures with the same formula, charge and spin   0.0 kJ/mol

Geometry (Å):
C (-5.65640, -3.26621, 0.62591)
C (-4.70146, -2.28180, 0.36006)
O (6.97053, 3.75983, -1.56540)
H (2.13077, 2.10003, -4.11785)
N (0.28077, 2.05179, 0.09684)
C (1.27209, -1.93679, -0.65769)
C (2.49993, 1.38626, -2.12603)
H (2.15348, 4.82774, 0.24286)
H (-2.71025, 1.82733, -1.41223)
N (-1.06780, 0.99330, 3.92046)
N (-1.52589, 0.34732, -0.58410)
H (-4.40061, -0.44304, 0.04594)
O (-1.07463, -1.92610, 0.40788)
H (-6.09756, -5.34677, 0.67276)
C (-0.67373, 3.77498, -1.28056)
O (5.74760, 5.15977, -2.76561)
C (3.86823, 3.01651, -3.27652)
C (2.78614, 2.16268, -3.25834)
C (-1.75193, 1.54703, -0.99221)
H (3.18998, 0.85728, -0.16398)
C (-1.09215, 0.91611, 2.58107)
H (1.79717, -1.90937, -1.60150)
Tc (0.27742, -0.26619, 0.05576)
C (-0.68540, 2.50131, -0.74221)
H (-2.09405, -4.30362, -0.41084)
S (1.03422, 0.41603, -2.19544)
H (0.83761, -2.90782, -0.45560)
H (0.19403, 0.09801, 5.41938)
H (1.37073, -1.00023, 3.19912)
Cl (2.41630, -1.49452, 0.67639)
H (1.96393, 2.53606, 1.16522)
C (-2.31820, -1.66941, -0.05079)
H (6.91827, 2.84750, -1.25757)
Se (-0.86250, -7.15315, -1.16184)
H (-6.65322, -2.94797, 0.89845)
C (-3.08813, -4.02899, -0.07562)
C (4.72127, 3.10352, -2.17675)
C (1.33468, 4.19064, -0.05868)
C (-3.38480, -2.66751, 0.07034)
H (-3.83333, -6.03815, -0.05152)
C (-4.05148, -4.99164, 0.11385)
N (-0.13047, 0.12666, 2.14547)
Sb (-0.93564, -6.68020, 1.08845)
C (4.46876, 2.30877, -1.06733)
H (-1.80530, 1.43589, 1.96364)
Se (-0.93966, -3.07177, 2.09968)
C (1.24601, 2.89943, 0.44235)
H (-1.70203, 1.53102, 4.48715)
Se (0.58153, -4.60012, 1.64907)
H (5.10191, 2.37186, -0.18829)
C (-5.33512, -4.59856, 0.50160)
C (5.83223, 4.10101, -2.21313)
N (-2.60005, -0.52934, -0.58319)
Se (-2.00857, -7.43171, 2.97497)
H (4.06852, 3.63447, -4.14186)
C (-0.03590, 0.20787, 4.37523)
H (0.42795, 5.61737, -1.37973)
O (-5.10323, -1.00086, 0.42494)
C (0.53737, -0.32581, 3.26726)
H (-1.45162, 4.07414, -1.96927)
C (0.37087, 4.62682, -0.94950)
C (3.37083, 1.46131, -1.04092)

natural (NBO) population analysis, charges in e, atoms 1 to 5: -0.2627 0.3643 -0.6626 0.2279 -0.4442